{
  "formula": "C21H14BCl3F4IrN5O5S",
  "method": "ωB97M-V/def2-TZVPD",
  "e_above_lowest_kcal_mol": 0.0,
  "max_force_ev_per_a": 0.3,
  "energy_ha": -3766.45427,
  "homo_ev": [-5.78, -5.78],
  "e_lumo_ha": [0.069, 0.030],
  "gap_ha": [0.28195, 0.24244],
  "multiplicity": 2,
  "charge": -1,
  "symbols": ["Ir", "C", "C", "O", "N", "C", "C", "C", "C", "C", "C", "N", "H", "H", "H", "H", "H", "H", "H", "H", "H", "H", "O", "C", "O", "C", "C", "C", "C", "C", "C", "S", "H", "H", "H", "H", "N", "C", "C", "C", "N", "C", "N", "Cl", "C", "Cl", "Cl", "C", "O", "O", "F", "B", "F", "F", "F"],
  "coordinates": [[0.961, 0.782, 0.059], [-0.520, 1.219, 4.101], [-0.614, 1.393, 2.620], [0.432, 1.497, 1.941], [-1.818, 1.586, 2.086], [-1.972, 2.120, 0.749], [-2.044, 1.116, -0.371], [-3.261, 0.869, -0.984], [-3.330, 0.036, -2.083], [-2.158, -0.524, -2.556], [-0.984, -0.258, -1.889], [-0.918, 0.524, -0.802], [0.449, 0.801, 4.353], [-1.309, 0.551, 4.441], [-0.637, 2.194, 4.577], [-2.600, 1.120, 2.528], [-1.155, 2.812, 0.560], [-2.890, 2.704, 0.730], [-4.146, 1.351, -0.593], [-4.277, -0.159, -2.568], [-2.136, -1.166, -3.424], [-0.056, -0.677, -2.235], [-3.020, -1.145, 2.045], [-1.847, -1.451, 1.801], [-0.823, -1.083, 2.460], [-1.517, -2.324, 0.616], [-2.482, -3.103, -0.002], [-2.138, -3.921, -1.068], [-0.824, -3.956, -1.518], [0.148, -3.166, -0.918], [-0.207, -2.343, 0.144], [1.020, -1.318, 0.923], [-3.496, -3.050, 0.376], [-2.890, -4.536, -1.545], [-0.548, -4.598, -2.344], [1.168, -3.170, -1.278], [2.814, 1.062, 0.822], [3.564, 0.957, 1.701], [4.472, 0.833, 2.729], [5.449, -0.194, 2.698], [6.248, -1.025, 2.685], [4.393, 1.724, 3.828], [4.327, 2.442, 4.729], [4.431, -1.352, -3.864], [2.913, -0.500, -3.583], [1.595, -1.351, -4.455], [3.031, 1.150, -4.170], [2.514, -0.581, -2.072], [2.848, -1.548, -1.426], [1.785, 0.415, -1.736], [-0.008, 2.483, -2.698], [0.391, 3.480, -1.833], [1.350, 4.306, -2.347], [-0.703, 4.168, -1.317], [1.027, 2.802, -0.623]],
  "mulliken_charge": [1.818, -1.458, 0.728, -0.424, 0.108, -2.174, 1.410, -0.836, -0.850, -0.810, 0.514, 0.965, 0.303, 0.408, 0.388, 0.400, 0.276, 0.627, 0.501, 0.397, 0.566, -0.341, -0.765, 0.345, -0.626, 0.341, -0.439, -0.624, -0.658, -0.699, 0.484, -0.127, 0.505, 0.406, 0.433, 0.650, -0.372, 0.705, -0.045, 0.136, -0.517, 0.109, -0.523, -0.141, 0.641, -0.171, -0.115, 0.197, -0.638, -0.932, -0.329, 0.345, -0.325, -0.364, -0.401]
}



{
  "formula": "C5H11NO",
  "method": "ωB97M-V/def2-TZVPD",
  "e_above_lowest_kcal_mol": 55.2,
  "max_force_ev_per_a": 4.7,
  "energy_ha": -327.04337,
  "homo_ev": -8.63,
  "e_lumo_ha": 0.033,
  "gap_ha": 0.35019,
  "multiplicity": 1,
  "symbols": ["C", "C", "C", "N", "C", "O", "C", "H", "H", "H", "H", "H", "H", "H", "H", "H", "H", "H"],
  "coordinates": [[-2.493, 0.145, -0.634], [-1.035, -0.098, -0.321], [-0.665, -0.373, 1.131], [0.806, -0.415, 1.059], [1.398, 0.464, 0.204], [1.001, 1.628, 0.026], [2.637, 0.049, -0.505], [-2.617, 0.292, -1.715], [-3.195, -0.647, -0.336], [-2.792, 1.067, -0.135], [-0.731, -1.043, -0.869], [-0.358, 1.129, -0.317], [-0.989, 0.468, 1.747], [-1.005, -1.291, 1.636], [1.227, -1.333, 1.110], [2.433, -0.017, -1.581], [3.046, -0.896, -0.150], [3.333, 0.872, -0.348]],
  "mulliken_charge": [-1.438, -0.153, -0.641, -0.224, 0.778, -0.642, -1.106, 0.324, 0.354, 0.350, 0.163, 0.413, 0.257, 0.384, 0.286, 0.243, 0.340, 0.310]
}



{
  "formula": "C16H32FNO10S2",
  "method": "ωB97M-V/def2-TZVPD",
  "e_above_lowest_kcal_mol": 5.6,
  "max_force_ev_per_a": 9.0,
  "energy_ha": -2331.97684,
  "homo_ev": -9.88,
  "e_lumo_ha": -0.021,
  "gap_ha": 0.34224,
  "multiplicity": 1,
  "symbols": ["N", "H", "H", "H", "H", "F", "C", "C", "C", "O", "C", "O", "O", "H", "H", "H", "H", "H", "H", "C", "C", "C", "O", "C", "O", "O", "H", "H", "H", "H", "H", "H", "C", "C", "C", "S", "O", "O", "C", "H", "H", "H", "H", "H", "H", "H", "H", "C", "C", "C", "S", "O", "O", "C", "H", "H", "H", "H", "H", "H", "H", "H"],
  "coordinates": [[-2.049, 1.645, -2.006], [-1.327, 2.138, -2.445], [-2.435, 1.956, -1.265], [-1.563, 0.700, -2.032], [-2.844, 1.603, -2.530], [-0.127, 0.875, 0.004], [1.141, -0.583, 2.644], [2.148, -1.139, 1.628], [2.791, 0.036, 0.798], [4.136, 0.104, 1.090], [4.414, -0.834, 1.975], [5.493, -1.137, 2.503], [3.352, -1.508, 2.377], [1.504, 0.190, 3.224], [0.950, -1.547, 3.593], [0.327, -0.096, 2.038], [1.811, -1.973, 1.114], [2.361, 0.890, 0.843], [2.696, -0.381, -0.144], [-2.531, -3.097, -0.830], [-1.874, -2.083, 0.268], [-2.776, -1.004, 0.873], [-2.800, -1.346, 2.334], [-1.927, -2.395, 2.463], [-1.624, -2.858, 3.615], [-1.468, -2.921, 1.334], [-1.920, -3.659, -1.494], [-3.231, -2.376, -1.408], [-3.172, -3.680, -0.412], [-0.936, -1.575, -0.194], [-3.710, -1.246, 0.577], [-2.705, 0.150, 0.630], [2.825, -1.686, -4.445], [2.470, -1.867, -2.877], [0.966, -1.590, -2.721], [0.366, -0.981, -4.272], [-0.280, 0.278, -4.013], [-0.381, -2.094, -4.825], [1.841, -0.774, -5.184], [2.711, -2.672, -4.976], [3.874, -1.417, -4.387], [3.184, -1.235, -2.328], [2.770, -2.857, -2.630], [0.908, -0.803, -1.971], [0.590, -2.507, -2.466], [2.296, 0.217, -4.917], [1.506, -0.999, -6.125], [-0.439, 2.809, 3.462], [-0.030, 3.913, 2.497], [-1.256, 4.222, 1.572], [-2.588, 3.090, 2.140], [-3.281, 2.542, 0.933], [-3.328, 3.856, 3.167], [-1.477, 1.991, 2.900], [-0.947, 3.312, 4.335], [0.463, 2.115, 3.635], [0.761, 3.665, 1.770], [0.364, 4.917, 2.856], [-1.086, 3.686, 0.566], [-1.763, 5.228, 1.410], [-1.334, 1.428, 2.105], [-1.808, 1.362, 3.624]],
  "mulliken_charge": [-0.058, 0.389, 0.045, 0.135, 0.404, -0.753, -0.918, 0.390, -0.064, -0.403, 0.546, -0.627, -0.440, 0.654, 0.180, -0.289, 0.453, 0.578, -0.194, -1.594, 1.274, -0.209, -0.380, 0.599, -0.636, -0.370, 0.326, 0.305, 0.607, -0.376, 0.787, -0.301, -0.793, -0.781, 0.428, 1.181, -0.654, -0.689, -0.695, 0.279, 0.451, 0.203, 0.355, -0.366, 0.324, 0.282, 0.505, -0.396, -0.628, -0.476, 0.929, -0.722, -0.719, 0.384, 0.369, 0.084, 0.255, 0.318, 0.114, 0.432, -0.827, 0.792]
}



{
  "formula": "C2H2BrCl6",
  "method": "ωB97M-V/def2-TZVPD",
  "max_force_ev_per_a": 2.4,
  "energy_ha": -5412.66710,
  "homo_ev": -4.40,
  "e_lumo_ha": 0.105,
  "gap_ha": 0.26642,
  "multiplicity": 1,
  "charge": -1,
  "symbols": ["Br", "C", "Cl", "Cl", "Cl", "H", "C", "Cl", "Cl", "Cl", "H"],
  "coordinates": [[-0.903, 0.656, -0.410], [-2.383, -1.569, 2.313], [-1.605, -3.039, 2.096], [-1.862, -0.897, 3.875], [-4.122, -1.751, 2.182], [-2.008, -0.853, 1.581], [2.497, 1.375, -2.255], [3.549, 0.398, -3.283], [1.985, 2.780, -3.345], [3.268, 2.017, -0.834], [1.585, 0.883, -1.920]],
  "mulliken_charge": [-0.877, 0.580, -0.133, -0.173, -0.154, -0.172, 0.277, -0.141, -0.176, -0.113, 0.082]
}



{
  "formula": "C30H21BrMgN7O2S",
  "method": "ωB97M-V/def2-TZVPD",
  "e_above_lowest_kcal_mol": 0.0,
  "max_force_ev_per_a": 0.1,
  "energy_ha": -4861.97278,
  "homo_ev": -9.77,
  "e_lumo_ha": -0.111,
  "gap_ha": 0.24787,
  "multiplicity": 1,
  "charge": 1,
  "symbols": ["Mg", "Br", "C", "C", "C", "C", "O", "C", "C", "N", "C", "C", "C", "C", "C", "C", "C", "C", "N", "C", "C", "H", "H", "H", "H", "H", "H", "H", "H", "H", "H", "S", "N", "C", "C", "C", "C", "C", "N", "C", "C", "N", "C", "C", "C", "C", "C", "N", "H", "H", "H", "H", "H", "H", "C", "C", "N", "O", "H", "H", "H", "H", "H"],
  "coordinates": [[-0.477, -0.556, 0.285], [3.262, -2.771, -5.654], [2.008, -2.371, -4.295], [0.699, -1.998, -4.645], [-0.227, -1.721, -3.677], [0.089, -1.760, -2.290], [-0.821, -1.501, -1.420], [1.437, -2.124, -1.962], [1.869, -2.278, -0.607], [1.273, -1.740, 0.403], [1.605, -2.088, 1.719], [2.866, -2.325, 2.201], [3.065, -2.684, 3.553], [2.006, -2.814, 4.405], [0.690, -2.563, 3.943], [-0.454, -2.698, 4.765], [-1.687, -2.440, 4.246], [-1.780, -1.999, 2.910], [-0.748, -1.850, 2.118], [0.489, -2.167, 2.608], [2.358, -2.458, -2.981], [0.424, -1.946, -5.690], [-1.243, -1.459, -3.943], [2.735, -2.926, -0.441], [3.721, -2.238, 1.541], [4.071, -2.870, 3.906], [2.153, -3.111, 5.435], [-0.334, -3.015, 5.793], [-2.586, -2.547, 4.835], [-2.752, -1.756, 2.499], [3.358, -2.771, -2.705], [-2.964, 5.062, -4.208], [-3.760, 4.151, -3.145], [-2.866, 3.361, -2.574], [-3.147, 2.362, -1.561], [-4.434, 2.113, -1.082], [-4.608, 1.142, -0.125], [-3.491, 0.445, 0.324], [-2.263, 0.669, -0.119], [-2.079, 1.618, -1.055], [-0.705, 1.847, -1.540], [0.269, 1.100, -0.998], [1.513, 1.263, -1.421], [1.867, 2.187, -2.403], [0.880, 2.966, -2.959], [-0.436, 2.801, -2.524], [-1.547, 3.574, -3.046], [-1.466, 4.518, -3.968], [-5.265, 2.685, -1.474], [-5.585, 0.909, 0.274], [-3.601, -0.331, 1.071], [2.260, 0.625, -0.964], [2.897, 2.272, -2.717], [1.096, 3.697, -3.726], [0.611, 3.014, 2.448], [0.933, 1.551, 2.366], [2.095, 1.138, 2.889], [0.155, 0.762, 1.826], [1.361, 3.590, 2.984], [-0.356, 3.130, 2.934], [0.518, 3.398, 1.431], [2.713, 1.771, 3.365], [2.336, 0.158, 2.842]],
  "mulliken_charge": [1.767, -0.190, -0.313, -0.412, -0.781, 0.722, -1.049, 0.192, -0.430, 0.894, -0.764, -0.241, -1.005, -0.840, 0.704, -0.667, -1.006, -0.084, -0.293, 1.253, -0.697, 0.433, 0.494, 0.458, 0.495, 0.408, 0.437, 0.451, 0.424, 0.393, 0.469, 0.171, -0.678, 0.883, 0.252, -0.560, -1.003, 0.017, 0.233, -0.035, -0.870, 0.573, -0.584, -1.029, -0.808, 0.420, 1.069, -0.660, 0.567, 0.468, 0.135, 0.517, 0.476, 0.559, -1.119, 0.665, -0.326, -0.782, 0.451, 0.281, 0.192, 0.209, 0.095]
}



{
  "formula": "C4H5ClO",
  "method": "ωB97M-V/def2-TZVPD",
  "e_above_lowest_kcal_mol": 83.2,
  "max_force_ev_per_a": 9.2,
  "energy_ha": -690.68857,
  "homo_ev": [-8.49, -8.49],
  "smiles": "C=C1O[C@]1(C)Cl",
  "e_lumo_ha": [0.031, 0.031],
  "gap_ha": [0.34292, 0.34294],
  "multiplicity": 1,
  "symbols": ["C", "C", "O", "C", "C", "Cl", "H", "H", "H", "H", "H"],
  "coordinates": [[2.318, 0.667, 0.445], [0.769, 0.600, -0.041], [-0.144, 1.115, -0.813], [-0.557, 0.078, 0.140], [-1.503, -0.904, -0.475], [-1.471, 0.671, 1.493], [2.936, 1.253, -0.136], [2.708, -0.008, 1.192], [-1.638, -1.654, 0.205], [-0.994, -1.354, -1.315], [-2.425, -0.465, -0.694]],
  "mulliken_charge": [-0.837, 0.126, -0.397, 0.959, -1.290, -0.208, 0.275, 0.257, 0.411, 0.335, 0.368]
}